Computed, not measured: a cluster of 10 separate species, C34H96N12O10 in total, with ωB97M-V with the def2-TZVPD basis set.

Structure (XYZ):
```
152
Properties=species:S:1:pos:R:3:forces:R:3
H 6.39688 4.07594 3.74897 -0.2 0.0 -0.3
H 6.16935 3.14313 0.34180 0.7 0.3 -0.5
C -0.38720 -8.37420 0.14498 2.2 -3.4 0.1
H 2.25747 5.19692 -2.26661 -0.2 0.0 -0.7
H 5.25585 2.28167 2.50982 0.2 0.2 -0.1
H 2.97756 -2.72479 4.07916 -0.8 -0.1 -0.5
H 3.01509 5.11625 -3.92602 -1.2 -0.1 0.7
H 2.98709 3.30099 2.50401 0.6 0.3 -0.6
H 0.33853 1.14498 -6.44307 0.4 0.1 0.5
H -3.50851 5.35393 -1.20402 -0.1 -0.1 -0.6
H -0.99023 3.49136 -5.59658 0.1 0.6 -0.5
O -0.70706 3.67824 -3.56348 1.0 0.2 1.7
H -0.59883 -1.33075 -3.26789 1.0 0.6 -0.8
H 4.83976 2.10515 -1.71703 -0.8 -0.3 0.5
H 1.68198 -2.38395 -4.12263 0.0 -0.6 -0.3
H 4.46246 -3.07617 5.84344 0.4 -0.6 0.0
C 0.14857 1.00021 1.32110 0.9 0.0 0.6
H 4.68414 4.16185 0.21577 0.3 0.0 0.1
O -0.47965 5.43085 1.17975 0.4 0.5 0.5
C 3.89738 3.82012 2.85409 -0.7 1.4 0.0
H 1.96791 -1.19071 -6.57252 -0.2 0.5 0.1
N 2.91559 -4.19320 0.27310 0.1 1.1 1.5
H -8.34460 -0.28939 2.72112 -1.0 0.1 -0.1
N 6.37504 4.07876 2.72914 -1.1 0.6 0.2
H -2.97625 0.96073 -2.57038 0.6 -0.8 0.0
H 0.90190 1.81550 1.15406 -0.6 -0.7 0.3
C 0.80909 0.81700 -5.48779 -0.5 1.5 0.5
H 1.38432 -4.94021 -1.45122 0.0 0.7 -1.1
O 2.66521 -2.24734 -0.83933 0.2 1.4 0.0
C -2.91163 5.55434 -0.33334 -1.0 1.5 0.4
C -1.10324 -7.18687 -0.21230 -1.8 1.6 -0.9
H -1.30747 -1.32502 0.57672 -0.2 0.0 0.4
C 4.60827 -1.81662 8.48433 1.5 1.0 0.8
C -0.64389 -3.27524 -5.95804 -0.6 -0.2 0.6
H 0.74862 5.36499 -4.94033 0.2 -0.2 -1.1
H 3.77713 0.59565 7.48471 0.6 -0.9 -0.4
N -1.41903 -1.75752 -2.94940 -1.4 -2.4 0.7
C 2.44794 -3.43243 -0.79969 0.3 -0.6 0.2
H 0.42752 1.41483 -4.63220 -0.1 -0.3 -0.7
H 2.05863 -1.22306 4.48591 -0.7 0.0 0.2
H -2.11189 6.23909 -0.53831 0.6 0.1 -0.5
C -2.46625 4.33519 0.35047 2.0 -0.3 0.0
H -3.88089 -1.21202 0.38701 0.3 0.1 -0.3
H 1.39218 -3.47288 -2.47529 -0.1 -0.9 0.3
C 4.80648 -1.25956 7.06860 0.3 -0.7 0.7
H -0.62060 6.72343 2.85223 0.6 -0.1 -0.5
H -0.73049 -9.37920 -0.16836 -0.7 0.7 0.1
C -4.05624 -5.62549 -0.47719 0.4 0.1 -0.3
O 4.04501 -1.28502 4.87113 1.1 -0.1 0.4
H -3.91106 -4.65135 -0.98132 0.1 -0.4 0.4
C -0.48473 5.04343 -3.26662 1.0 1.0 -0.4
H 1.55030 -0.41131 0.65324 0.0 0.0 -0.2
N 1.05231 7.05419 -3.78694 -0.2 -1.7 -1.2
H 4.65653 -2.88665 8.54392 -0.6 -0.8 -0.4
H -1.39833 0.47000 -2.28699 1.4 0.6 0.6
H -1.95418 -6.88984 1.60551 0.1 -0.8 1.4
H 1.40116 -3.29956 -6.76181 -0.7 -0.2 0.8
H 3.79833 4.93118 2.77219 -0.2 -0.7 -0.3
H -0.98128 -5.32630 0.13148 0.8 0.6 -0.3
N 1.44209 -3.24998 -4.62859 -1.6 2.1 0.2
N 0.35789 0.22398 -0.96646 0.1 1.4 -1.7
H 0.37364 1.24518 -1.13785 0.2 -0.8 0.5
H -7.29855 0.95834 1.35724 -1.3 0.6 -0.4
H -0.99326 -2.15463 3.31351 -0.1 -0.3 -0.6
C -2.39052 -7.03665 0.64957 0.5 1.3 -0.8
H -5.76501 1.70600 1.75695 0.0 -0.7 -0.1
H -6.36393 -1.21638 0.82081 -0.1 -0.3 0.3
N -2.22148 0.29366 -2.79879 -2.3 1.6 0.1
C 5.15374 3.27570 0.66974 -0.3 0.4 1.4
H 4.67910 0.50093 6.10282 -0.1 0.4 -0.7
H -0.17462 -8.45755 1.21348 0.0 0.2 0.1
H -6.66510 0.17110 -1.07235 -0.3 -0.2 0.1
N -5.78228 0.24375 -0.59662 1.4 -0.3 0.3
O -3.61111 -1.53242 -2.45188 -0.8 0.0 0.2
H -1.09603 -3.41279 -6.93254 0.5 -0.1 -0.5
H 3.33907 3.01505 -1.37924 0.8 -0.6 1.2
C -7.46841 -0.65052 3.23044 -0.3 -0.6 -0.1
H -5.02711 -5.64283 -0.01729 -0.7 0.0 -0.1
O -3.12840 -5.80967 0.59146 0.6 -0.1 -1.0
H -1.70406 -2.66562 -3.29373 0.8 0.0 0.2
N 1.87032 -4.10368 -1.82865 -0.6 -1.0 0.9
H -1.29342 -3.34669 1.98077 -0.7 -0.4 -0.1
H 3.70927 -1.42396 9.02451 0.8 -0.3 -0.5
H -1.63334 2.24211 -4.61948 -0.1 0.6 0.2
H 2.97497 -2.19789 6.30711 0.1 -0.3 0.4
H 3.78860 3.64948 3.91501 0.7 -0.2 0.6
H 1.13384 -0.15582 -1.49900 -0.1 -0.1 -0.1
H -3.81535 0.38576 1.24568 0.1 -0.2 -0.5
C 2.07775 4.89417 -3.32638 1.0 -0.2 0.1
C -1.63287 4.74145 1.57515 -0.7 -1.1 0.4
C 0.80679 -2.87077 -5.90623 1.2 0.9 -1.3
C 0.12263 6.10401 2.30378 0.6 -0.5 -0.9
C 0.50962 -0.16004 0.40720 0.6 -0.4 0.4
H -3.43599 2.53350 0.72838 0.5 0.1 0.2
C -1.48209 3.34327 -4.64524 0.1 -1.7 -0.6
C -0.54367 -2.82333 2.54243 0.3 0.9 0.5
H 1.09450 7.46911 -2.87887 -0.2 -0.2 0.6
N -0.23506 -6.02975 0.03236 -1.2 1.0 -0.4
C 0.84297 5.55782 -3.90091 0.4 1.5 1.8
H -3.53255 6.11842 0.36305 -0.4 0.1 0.1
H -1.21852 5.73080 -3.72304 -0.4 -0.5 0.4
H -3.03304 -7.88041 0.53713 -0.5 -0.8 0.2
C -4.33772 -0.57690 1.13685 1.2 0.0 0.2
H 1.03588 6.63692 1.91859 -1.2 -0.1 0.4
H -1.31792 -7.21548 -1.29316 -0.1 0.2 0.2
H 1.93982 3.81212 -3.29235 0.0 -0.1 -0.1
O 0.31104 -2.11733 1.67744 0.4 -0.3 1.1
H -0.81038 1.41108 1.09278 -0.9 0.3 -0.2
H 0.12708 -6.05967 0.97514 0.2 -0.4 0.4
H -1.28088 -2.46393 -5.53066 0.4 -0.9 0.3
C 2.97299 -1.62903 4.08229 -0.1 -1.1 -0.1
H 7.17022 3.56179 2.45208 1.1 -0.4 -0.4
N 4.62763 0.19850 7.04893 -0.6 -0.4 0.9
H -1.44022 3.79368 2.18493 0.1 1.2 -0.5
H 1.88313 1.03813 -5.45872 0.1 -0.4 -0.5
H -2.25890 5.43594 2.16167 0.0 -0.4 0.2
H 3.28360 1.26420 -1.11650 0.7 0.2 -0.1
O 4.42638 2.11957 0.32989 -0.9 0.4 -0.4
C -0.22555 -1.48589 0.54912 -0.3 -0.1 0.1
H 2.90252 -3.61397 1.11938 0.5 0.3 -0.7
H 0.39443 7.52634 -4.37701 -0.3 0.4 0.0
H -4.13243 -1.05170 2.08182 -0.5 -0.4 0.5
C -6.32982 0.75372 1.73949 0.1 -0.4 0.5
C 3.96333 2.13158 -1.00616 -0.2 0.1 -1.2
H 0.15114 0.71933 2.39331 0.1 0.1 -0.6
H 2.46830 -5.01595 0.60593 -0.7 -1.1 -0.9
C 5.20385 3.35647 2.23161 -0.8 -1.7 -0.1
H 0.07591 -3.51652 3.10362 0.1 -0.3 0.0
H -0.65901 -4.24182 -5.43599 -0.8 0.4 0.1
H -4.27951 3.65403 0.00117 -0.2 0.0 0.3
H -4.00137 -6.39811 -1.25386 0.1 0.0 0.2
H -2.42853 3.81493 -4.57703 -1.1 0.6 -0.3
N -3.57937 3.53708 0.73182 -1.7 -0.5 -0.1
H 2.26097 -3.77742 -4.73164 1.3 -0.8 -0.3
H 0.50322 5.32764 2.96189 0.0 0.0 0.5
H -0.42110 5.19101 -2.16616 -0.3 -0.3 -0.6
H -7.68890 -0.76067 4.29457 0.1 -0.2 -0.2
H -0.07146 -2.17826 -0.29332 0.2 0.6 -0.2
C -5.75671 -0.32059 0.79696 -0.3 1.4 -0.8
C 4.03699 -2.11197 6.03603 -0.7 3.1 0.2
H 3.10521 -1.27983 3.09191 0.2 0.5 -1.0
H 5.56601 -1.58097 9.02909 -1.2 0.4 0.0
O -6.49661 0.33034 3.10057 1.3 0.3 -0.6
C 0.91830 -1.36745 -6.28882 0.0 -1.1 0.3
H 5.87367 -1.39008 6.81362 -0.3 -0.1 0.1
H -5.06824 -0.24301 -1.17900 -0.8 0.3 0.5
H 0.57506 -8.36562 -0.38427 0.1 0.3 0.3
H -1.83573 3.82022 -0.37432 0.6 -0.3 0.1
H 0.26488 -1.31381 -7.18443 0.3 0.6 0.3
O 0.48409 -0.50840 -5.23593 0.4 -1.4 -0.4
H -7.23866 -1.63050 2.74529 0.2 0.5 0.6
C -2.52571 -1.03520 -2.66491 0.6 0.5 -0.9
```
Positions in Å, forces in eV/Å.

The structure (SMILES) is COC[C@H](C)N.COC[C@H](C)N.COC[C@H](C)N.COC[C@H](C)N.COC[C@H](C)N.COC[C@H](C)N.COC[C@H](C)N.COC[C@H](C)N.NC(N)=O.NC(N)=O. Its HOMO energy is -8.873 eV. For the molar mass, the calculation gives 833.22 u. Its energy is -2762.319346 a.u. The energy relative to the best compared isomer or geometry (same formula, charge and spin) is 67.6 kcal per mole. The lowest unoccupied orbital energy is 0.586 eV.

Mulliken atomic charge list, values in e, 99 entries: atom 1 (H): 0.27, atom 2 (H): 0.37, atom 3 (C): -1.65, atom 4 (H): 0.29, atom 5 (H): 0.12, atom 6 (H): 0.34, atom 7 (H): 0.33, atom 8 (H): 0.10, atom 9 (H): 0.34, atom 10 (H): 0.53, atom 11 (H): 0.32, atom 12 (O): 0.18, atom 13 (H): -0.29, atom 14 (H): 0.37, atom 15 (H): 0.18, atom 16 (H): 0.33, atom 17 (C): -1.90, atom 18 (H): 0.30, atom 19 (O): -0.14, atom 20 (C): -1.36, atom 21 (H): 0.37, atom 22 (N): -0.57, atom 23 (H): 0.34, atom 24 (N): -0.81, atom 25 (H): 0.28, atom 26 (H): 0.34, atom 27 (C): -0.46, atom 28 (H): 0.21, atom 29 (O): -0.47, atom 30 (C): -2.08, atom 31 (C): 0.59, atom 32 (H): -0.20, atom 33 (C): -1.25, atom 34 (C): -1.35, atom 35 (H): 0.41, atom 36 (H): 0.24, atom 37 (N): 0.32, atom 38 (C): 0.59, atom 39 (H): -0.27, atom 40 (H): 0.31, atom 41 (H): 0.41, atom 42 (C): 1.23, atom 43 (H): 0.26, atom 44 (H): 0.20, atom 45 (C): 0.40, atom 46 (H): 0.32, atom 47 (H): 0.40, atom 48 (C): -0.63, atom 49 (O): -0.33, atom 50 (H): 0.14, atom 51 (C): -0.28, atom 52 (H): 0.03, atom 53 (N): -0.68, atom 54 (H): 0.37, atom 55 (H): 0.02, atom 56 (H): 0.42, atom 57 (H): 0.36, atom 58 (H): 0.36, atom 59 (H): 0.00, atom 60 (N): -0.44, atom 61 (N): 0.35, atom 62 (H): -0.03, atom 63 (H): 0.49, atom 64 (H): 0.23, atom 65 (C): -1.00, atom 66 (H): 0.15, atom 67 (H): 0.23, atom 68 (N): -0.06, atom 69 (C): -0.76, atom 70 (H): 0.27, atom 71 (H): 0.35, atom 72 (H): 0.24, atom 73 (N): -0.67, atom 74 (O): -0.74, atom 75 (H): 0.39, atom 76 (H): -0.02, atom 77 (C): -0.70, atom 78 (H): 0.27, atom 79 (O): -0.28, atom 80 (H): 0.25, atom 81 (N): -0.36, atom 82 (H): 0.36, atom 83 (H): 0.32, atom 84 (H): 0.08, atom 85 (H): 0.40, atom 86 (H): 0.44, atom 87 (H): 0.06, atom 88 (H): -0.16, atom 89 (C): -1.20, atom 90 (C): -0.74, atom 91 (C): 0.36, atom 92 (C): -0.81, atom 93 (C): 0.73, atom 94 (H): 0.08, atom 95 (C): -0.86, atom 96 (C): -0.91, atom 97 (H): 0.22, atom 98 (N): -0.29, atom 99 (C): 0.29